No. 1
C48H36Cl3F8GeI2N2O3Ti | wB97M-V/def2-TZVPD

Calculated values
<S²>	3.765
total charge	-2
energy above the lowest of the compared OMol25 structures with the same formula, charge and spin	2.5517	eV
highest occupied orbital energy (alpha / beta)	-2.3 / -4.3	eV
2S+1	4
gap between HOMO and LUMO (alpha / beta)	5.9 / 6.4	eV
LUMO (alpha / beta)	3.7 / 2.0	eV

Last column: Löwdin spin population.
Cartesian coordinates (Å):
Ti  0.24895  0.08149  -0.19745  0.8797
O  -0.80767  -0.29674  -1.76174  0.0216
C  -1.40286  -0.96192  -2.74674  0.0020
C  -0.81538  -2.32949  -3.05954  0.0002
C  -0.81812  -3.21903  -1.81626  -0.0001
C  -1.94836  -3.97851  -1.70372  0.0000
C  -2.13473  -4.68153  -0.50704  0.0000
C  -1.19303  -4.65330  0.46416  0.0000
C  -0.11752  -3.78552  0.24840  0.0000
C  0.82852  -3.41568  1.39381  0.0004
C  0.27881  -2.19367  2.15759  0.0000
O  0.12744  -1.21895  1.21627  -0.0013
C  -1.14277  -2.53719  2.69788  -0.0004
C  -2.28384  -1.88135  2.18852  0.0000
C  -3.55117  -2.38058  2.35144  0.0000
C  -3.70083  -3.47718  3.14794  0.0000
C  -2.62781  -4.15870  3.71036  0.0000
C  -1.33040  -3.64211  3.51338  -0.0001
C  1.16859  -1.64720  3.23698  0.0003
C  2.57837  -1.65388  3.09049  0.0005
C  3.33785  -0.99225  4.03510  0.0008
C  2.79544  -0.22685  5.08349  0.0009
C  1.41198  -0.33888  5.30205  0.0001
C  0.62434  -1.03768  4.38477  0.0005
N  0.07892  -3.13044  -0.87001  0.0002
C  -1.18632  -0.06999  -4.03313  0.0011
C  0.05555  -0.16543  -4.65144  0.0007
C  0.21267  0.46675  -5.86030  0.0000
C  -0.82453  1.14217  -6.48909  0.0007
C  -2.04979  1.36768  -5.82405  0.0000
C  -2.18707  0.75843  -4.58834  0.0008
C  -2.91649  -1.17540  -2.49013  0.0002
C  -3.75794  -1.81721  -3.35885  0.0000
C  -5.10445  -1.95414  -3.18676  0.0000
C  -5.69719  -1.54423  -2.03776  0.0000
C  -4.86806  -0.91993  -1.05161  0.0000
C  -3.49067  -0.69432  -1.28671  -0.0001
H  0.22492  -2.21987  -3.55088  0.0000
H  -1.42973  -2.74997  -3.87840  0.0000
H  -2.64756  -3.86184  -2.52074  0.0000
H  -3.03215  -5.22114  -0.36566  0.0000
H  -1.26977  -5.12859  1.42905  0.0000
H  1.70079  -3.11756  0.86435  0.0000
H  1.02080  -4.25365  2.06877  0.0001
H  -2.12014  -0.99151  1.56668  0.0001
H  -4.32073  -1.85673  1.85394  0.0000
H  -4.65565  -3.92430  3.18757  0.0000
H  -2.76829  -5.02001  4.36346  0.0000
H  -0.41988  -4.11233  3.89303  0.0000
H  3.13564  -2.22482  2.39729  0.0001
H  4.43890  -1.04016  3.90918  0.0001
H  3.48973  0.30749  5.73999  0.0001
H  1.03447  0.27178  6.09095  0.0000
H  -0.43268  -1.06226  4.51283  0.0000
H  0.92633  -0.70578  -4.20712  0.0001
H  1.10617  0.47642  -6.42624  0.0000
H  -0.66619  1.64600  -7.47730  0.0001
H  -2.72456  2.10796  -6.22471  0.0000
H  -3.08268  1.04478  -4.06556  0.0000
H  -3.34772  -2.18986  -4.37583  0.0000
H  -5.79668  -2.42446  -3.93343  0.0000
H  -6.77141  -1.41122  -1.87996  0.0000
H  -5.22905  -0.57797  -0.14133  0.0000
H  -2.84701  -0.15413  -0.58562  -0.0001
F  5.55963  -1.60576  0.06559  -0.0012
C  4.69236  -0.53066  -0.17758  0.0005
C  3.35985  -0.74047  0.04491  0.0108
C  2.39338  0.21497  -0.28328  0.0029
C  2.89621  1.46617  -0.77137  0.0155
C  4.25285  1.64299  -0.97607  0.0033
F  4.76955  2.76013  -1.64696  -0.0001
C  5.16304  0.64131  -0.70481  0.0166
C  2.01293  2.51946  -1.28863  0.0096
C  2.19020  3.87970  -1.36521  -0.0007
C  1.20237  4.76350  -1.89740  0.0087
C  -0.04458  4.18037  -2.19346  0.0001
C  -0.13842  2.80664  -1.96937  0.0073
N  0.80514  1.96953  -1.54206  0.0040
H  3.05902  -1.73098  0.44402  0.0002
H  6.18804  0.76406  -1.02329  0.0009
H  3.22045  4.25042  -1.09044  0.0002
H  1.30472  5.85464  -2.05821  0.0006
H  -0.85581  4.82687  -2.63383  -0.0002
H  -1.05402  2.27338  -2.24038  0.0002
I  5.45894  3.29820  2.42384  0.6579
I  7.95195  2.21133  4.41195  0.6997
C  -0.97093  3.88658  1.00216  0.0009
C  -0.87839  2.45235  1.61546  0.0043
O  -0.89320  1.42190  0.76232  0.0148
C  -2.16079  2.27146  2.51810  -0.0002
F  -2.59835  3.35067  3.21810  -0.0002
F  -1.97887  1.27412  3.40720  0.0001
F  -3.16570  1.89036  1.71863  0.0001
C  0.33467  2.49865  2.54315  0.0011
F  0.41418  1.47999  3.42346  0.0004
F  1.46849  2.47111  1.83410  0.0075
F  0.43774  3.66083  3.24885  0.0004
H  -1.75279  3.98429  0.21471  0.0001
H  -0.00273  3.99157  0.56409  0.0000
H  -1.14576  4.66167  1.70690  0.0003
Cl  6.76965  7.75589  3.00631  0.1606
Ge  6.42741  5.85049  1.72090  0.2674
Cl  5.45967  6.67347  -0.12345  0.1204
Cl  8.54162  5.46525  1.14485  0.0757

Forces on atoms 1 to 6 (eV/Å):
Ti -0.7 -0.6 0.8
O 0.5 0.2 1.5
C -0.9 1.1 -1.7
C 2.3 -0.7 -0.8
C -0.9 0.5 -2.1
C -0.4 -0.5 0.9

***

No. 2
C48H37BCl2INO27P2S | wB97M-V/def2-TZVPD

Calculated values
total charge	0
energy above the lowest of the compared OMol25 structures with the same formula, charge and spin	23.0027	eV
highest occupied orbital energy	-8.6	eV
structure (SMILES)	C#Cc1cc(P(O)I)c([C@H](Cl)CC)c2c1Sc1c(O)c(CP(=O)(O)O)c(B(O)O)c(Cl)c1N2.O=C1C=C(O)C(=O)C=C1O.O=C1C=C(O)C(=O)C=C1O.O=C1C=C(O)C(=O)C=C1O.O=C1C=C(O)C(=O)C=C1O.O=C1C=C(O)C(=O)C=C1O
gap between HOMO and LUMO	6.6	eV
LUMO	-1.9	eV

Last column: Löwdin charge in e.
Cartesian coordinates (Å):
C  -1.30587  1.62127  -2.90994  0.0805
C  -0.68659  0.45840  -2.43639  -0.0904
C  0.11578  -0.81933  -1.78175  -0.1669
C  0.55439  -2.14177  -2.64552  -0.0273
C  1.39426  -3.36735  -1.88708  -0.3307
P  1.87717  -4.84747  -3.04768  0.4915
O  0.39844  -5.66779  -3.54925  -0.4301
I  2.88026  -3.83446  -5.10530  0.3320
C  1.78672  -3.32332  -0.26283  -0.0748
C  2.57127  -4.62144  0.35955  -0.6142
Cl  1.97884  -5.11689  2.07248  0.4906
C  4.20764  -4.33389  0.30442  -0.2333
C  5.04893  -5.59872  -0.39337  -0.1278
C  1.35573  -1.96600  0.61438  -0.1055
C  0.53671  -0.76838  -0.19841  -0.3009
S  0.02094  0.75999  0.82625  0.8581
C  -0.40539  -0.02441  2.51591  -0.2725
C  -1.64236  0.53220  3.43728  -0.1354
O  -2.42484  1.69428  2.96166  -0.0902
C  -2.03013  -0.17704  4.88941  -0.0741
C  -3.30734  0.38117  5.77937  -0.1611
P  -4.79930  -0.77829  5.30655  0.7375
O  -6.16984  0.00627  5.19911  -0.3862
O  -4.86235  -2.19971  6.31853  -0.1998
O  -4.43129  -1.32214  3.65692  -0.2191
C  -1.07338  -1.46295  5.33661  0.0085
B  -1.43313  -2.16352  6.78433  -0.4692
O  -1.91382  -3.58656  6.83937  0.0027
O  -1.26783  -1.36599  8.03005  0.0533
C  0.18178  -2.02896  4.38847  -0.3783
Cl  1.10000  -3.50907  5.05519  0.5307
C  0.56528  -1.32428  2.92305  -0.1413
N  1.71369  -1.82830  2.07756  -0.0293
H  -1.86207  2.53456  -3.39059  0.0587
H  0.28137  -2.22715  -3.79012  0.0912
H  -0.35531  -5.24128  -3.01348  0.0704
H  2.41239  -5.59773  -0.30891  0.0829
H  4.65731  -4.01208  1.34553  0.1145
H  4.33566  -3.43490  -0.47064  0.1124
H  5.87344  -5.19722  -1.15339  0.0870
H  4.33944  -6.29015  -1.05663  0.0428
H  5.54791  -6.30241  0.39756  0.0808
H  -3.15104  1.28895  2.39836  0.0757
H  -3.14187  0.33065  6.93700  0.1027
H  -3.65144  1.47171  5.45786  0.1276
H  -5.15764  -2.94384  5.71302  0.0884
H  -4.55595  -2.31555  3.70645  0.0734
H  -1.09124  -4.14538  7.04940  0.1079
H  -1.24920  -0.38362  7.82824  0.0991
H  2.51319  -1.13666  2.19488  0.1447
C  -4.38371  3.08273  -0.52382  0.0891
C  -4.94768  3.79290  -1.50276  -0.1985
C  -6.41564  4.04172  -1.53111  -0.2997
O  -6.90259  4.71398  -2.43331  0.1083
C  -7.23480  3.45576  -0.45863  0.0819
C  -6.67107  2.74271  0.51831  -0.1988
C  -5.20017  2.51741  0.56139  -0.2700
O  -4.70897  1.87319  1.48218  0.0918
O  -7.43530  2.18688  1.52786  0.0915
O  -4.18705  4.32517  -2.52758  0.0710
H  -3.31773  2.89608  -0.48965  0.1337
H  -8.30243  3.62926  -0.50103  0.1397
H  -6.79739  1.72162  2.11190  0.1176
H  -4.82421  4.79545  -3.10822  0.1004
C  -3.62819  6.84568  -7.11760  0.0768
C  -2.68241  7.77338  -7.27765  -0.2073
C  -2.49939  8.87044  -6.28741  -0.3051
O  -1.60942  9.69750  -6.45156  0.1086
C  -3.41377  8.91902  -5.13583  0.0792
C  -4.36170  7.99322  -4.97780  -0.2082
C  -4.52658  6.88089  -5.95333  -0.3067
O  -5.39521  6.03440  -5.77139  0.1026
O  -5.22619  8.03442  -3.89930  0.0802
O  -1.83596  7.74831  -8.37082  0.0815
H  -3.77084  6.04150  -7.82842  0.1381
H  -3.28126  9.73175  -4.43323  0.1386
H  -5.81721  7.25777  -4.00892  0.1082
H  -1.24115  8.52145  -8.25796  0.1174
C  0.87184  6.06836  4.96295  0.0770
C  0.41849  6.46384  3.77182  -0.2077
C  0.04481  5.47805  2.72005  -0.3007
O  -0.38670  5.87113  1.64195  0.1066
C  0.21685  4.04862  3.02291  0.0787
C  0.67348  3.65347  4.21286  -0.1991
C  1.02083  4.63831  5.27380  -0.3039
O  1.42072  4.24399  6.36410  0.1054
O  0.84015  2.31179  4.50321  0.0692
O  0.27828  7.80632  3.47145  0.0791
H  1.14500  6.77404  5.73736  0.1377
H  -0.04160  3.34347  2.24336  0.1012
H  1.17993  2.28447  5.42424  0.1183
H  -0.06717  7.83336  2.55264  0.1161
C  4.58083  -10.51223  -1.31013  0.0801
C  4.92217  -11.53576  -2.09538  -0.2071
C  4.66342  -11.50579  -3.56159  -0.3062
O  5.00546  -12.45328  -4.26037  0.1067
C  3.99193  -10.32124  -4.11884  0.0790
C  3.64757  -9.29932  -3.33288  -0.2013
C  3.93125  -9.31780  -1.87161  -0.2920
O  3.61935  -8.35564  -1.17798  0.0731
O  3.01378  -8.18416  -3.84955  0.0597
O  5.53067  -12.66290  -1.57441  0.0805
H  4.76502  -10.51981  -0.24320  0.1381
H  3.79380  -10.32009  -5.18302  0.1385
H  2.87137  -7.58662  -3.08328  0.0619
H  5.67848  -13.25774  -2.34161  0.1169
C  5.97655  2.08269  -1.90416  0.0780
C  6.04280  1.99262  -0.57442  -0.2083
C  4.83440  1.69027  0.24166  -0.3050
O  4.93001  1.59503  1.46018  0.1004
C  3.55305  1.52031  -0.46108  0.0728
C  3.48638  1.61385  -1.79054  -0.1959
C  4.69961  1.88877  -2.60823  -0.3022
O  4.61007  1.95079  -3.82983  0.1091
O  2.28493  1.45791  -2.45717  0.0604
O  7.23900  2.17628  0.09454  0.0792
H  6.84744  2.29968  -2.50980  0.1381
H  2.67945  1.31866  0.14547  0.0821
H  2.49857  1.56906  -3.40928  0.1201
H  7.02641  2.05915  1.04605  0.1161

Forces on atoms 1 to 6 (eV/Å):
C 4.1 -8.0 3.0
C -3.0 6.3 -2.2
C 1.0 -1.5 0.8
C 0.9 0.8 4.2
C -1.9 3.7 1.1
P -0.9 -0.8 0.9

***

Which of these has the highest total charge? C48H37BCl2INO27P2S